This record from OMol25 describes a 9-piece molecular cluster, C4H28N2O8S overall. The level of theory is wB97M-V/def2-TZVPD.

```
43
Properties=species:S:1:pos:R:3:forces:R:3:mulliken_charge:R:1
C -2.8709 -1.3630 -0.8153 -0.064 0.931 -0.072 -0.440
N -2.9131 -2.0667 0.4898 0.392 0.170 0.578 -0.425
C -1.5491 -2.4136 1.0274 -1.820 -1.774 0.588 0.218
C -0.8179 -3.2373 -0.0618 0.394 0.130 -1.672 -0.365
N 0.4392 -3.9858 0.3487 -0.791 3.293 -0.566 -0.565
C -0.7143 -1.2072 1.4943 -0.188 -0.429 -0.662 -0.237
S -1.2214 -0.3910 3.0917 0.143 -0.282 -0.433 -0.234
H -2.8063 -0.2733 -0.6477 1.793 -0.124 -0.163 -0.035
H -3.8386 -1.1600 -1.2851 -0.522 -1.687 -0.025 0.325
H -2.1516 -1.8760 -1.5564 -1.408 1.336 1.208 0.260
H -3.3543 -1.4876 1.2474 0.399 -0.551 -1.329 0.304
H -1.8301 -3.1450 1.8861 0.845 1.317 -0.941 0.311
H -1.4780 -3.9637 -0.5697 -0.361 0.338 0.708 0.353
H -0.6490 -2.5012 -0.9184 0.642 -1.179 1.509 -0.176
H 0.6527 -4.7776 -0.1889 -0.084 -0.985 -1.206 0.240
H 0.3010 -4.3087 1.2545 -0.174 -0.643 2.010 0.202
H -0.7522 -0.4454 0.6493 0.037 -0.583 1.356 -0.150
H 0.2850 -1.6248 1.5256 0.526 0.504 0.390 0.414
H -0.8226 -1.2522 4.0897 -0.057 0.180 -1.058 0.134
O 0.6957 2.5168 -3.0836 -1.677 1.568 0.705 -0.626
H 1.4612 2.1276 -3.4368 1.656 -0.743 -0.740 0.323
H 0.8906 3.4386 -2.8054 -0.103 -0.632 -0.335 0.347
O -0.3133 1.8026 -0.7784 0.906 -0.013 -2.628 -0.783
H -0.1853 1.9214 -1.9038 0.253 0.168 4.153 0.387
H 0.2480 2.4306 -0.2664 -0.674 -0.271 -0.990 0.243
O 2.0439 -0.0583 -0.7090 -0.303 1.091 -0.832 -0.658
H 2.4200 -0.5900 0.0083 -1.116 0.488 0.117 0.279
H 1.3455 0.6620 -0.5515 1.023 -1.905 0.620 0.422
O 0.7122 -2.4650 -2.4993 -1.244 -0.570 -1.972 -0.650
H 1.2038 -2.6718 -1.7486 1.253 -0.983 2.250 0.330
H 0.9881 -1.5836 -2.6434 0.304 1.634 -0.521 0.273
O 1.6842 4.7137 -0.9771 2.019 -2.590 -3.926 -0.631
H 2.0781 3.7711 -1.1368 -1.128 2.771 1.349 0.322
H 1.3248 4.8199 -0.1384 -0.708 -0.361 2.645 0.289
O -2.8717 1.9103 0.2156 2.085 -2.309 -5.313 -0.628
H -1.8897 1.7022 -0.0870 -2.500 0.891 0.938 0.325
H -2.8686 2.2169 1.0506 0.255 1.566 4.462 0.277
O 1.6389 3.7734 2.2128 -3.242 1.357 -0.442 -0.587
H 2.3436 3.5196 2.7668 1.140 -0.462 1.232 0.287
H 0.8734 4.1255 2.7763 2.005 -0.936 -0.992 0.318
O 4.1591 1.1221 1.3127 -0.932 -0.299 -2.226 -0.643
H 3.4327 0.6836 0.7517 1.563 1.163 1.224 0.345
H 4.6764 1.5911 0.6096 -0.541 -0.582 1.003 0.305
```
Positions in Å, forces in eV/Å.

Summary:
**Calculated total energy**: -34794.918 eV
**Energy relative to the best compared isomer or geometry (same formula, charge and spin)**: 481.5 kJ/mol
**SMILES**: CN[C@@H](CN)CS.O.O.O.O.O.O.O.O
**Lowest unoccupied orbital energy**: -0.247 eV
**HOMO-LUMO gap**: 7.933 eV

=====

This record from OMol25 describes a 11-piece molecular cluster, C4H28NO13 overall. The level of theory is wB97M-V/def2-TZVPD.

```
46
Properties=species:S:1:pos:R:3:forces:R:3:mulliken_charge:R:1
O 1.2518 0.2694 -0.4180 0.065 -0.022 0.464 -0.615
C 0.1738 0.1303 0.1789 1.361 0.371 0.064 0.470
N -0.9635 0.4651 -0.3958 -0.347 0.909 -0.821 0.606
C -1.2530 1.5560 -1.5091 2.108 1.422 0.822 -0.690
O -2.1125 2.4462 -1.1134 -2.040 0.738 1.623 -0.937
C 0.2259 -0.4732 1.5716 -0.279 -0.528 2.172 0.020
C -1.1117 -0.5257 2.4686 2.845 -0.685 2.430 -0.189
O -0.9895 0.0357 3.8555 2.400 0.995 0.255 -0.637
H -1.7121 0.4088 0.2488 -1.231 -0.006 0.268 -0.272
H -1.5746 1.0562 -2.3634 -0.467 -1.675 -1.676 0.411
H -0.3613 2.1979 -1.8306 0.485 -1.780 0.504 0.309
H 0.7014 -1.4760 1.4810 -1.189 0.728 -0.144 -0.221
H 1.0680 -0.0320 2.2333 -1.536 0.053 -1.324 0.140
H -1.8894 0.0571 2.1001 -1.469 0.626 -1.147 0.250
H -1.4419 -1.5509 2.7701 0.237 0.692 -1.180 0.265
H -0.1194 0.5363 4.1367 -2.434 -1.440 -1.737 0.309
H -0.2980 -3.2509 -2.6973 0.823 -0.636 0.582 0.348
H -0.9484 -1.9974 -1.9991 0.035 -1.735 -2.124 0.396
O -0.9548 -2.5879 -2.8511 -1.534 2.324 2.072 -0.767
H -1.4924 3.5596 0.2141 1.777 0.220 -0.190 0.439
H -0.0518 3.4102 -0.3828 -1.481 1.280 2.536 0.297
O -0.5366 3.8285 0.4406 0.127 -1.341 -2.253 -0.749
H 1.9855 -3.9122 -2.1522 0.749 -1.948 -0.572 0.285
H 1.7573 -2.5019 -2.3387 -0.308 -0.391 1.334 0.386
O 1.6751 -3.2125 -1.6217 -0.384 2.400 -0.846 -0.645
H -3.6315 -0.4539 -0.4830 -0.161 -1.193 0.883 0.309
H -3.2980 -2.0629 -0.5615 -0.507 1.496 0.689 0.288
O -3.6175 -1.3217 0.0228 0.545 -0.401 -1.320 -0.615
H 2.6388 0.5677 -1.7090 -0.847 -0.063 0.773 0.383
H 3.3710 -0.4907 -0.7957 -0.835 -0.434 1.011 0.311
O 3.4169 0.0528 -1.5552 2.522 0.381 -2.298 -0.652
H -3.1854 1.9104 -0.1472 -2.759 -0.945 -1.521 0.354
H -4.5016 1.3937 -1.0519 0.639 0.511 0.939 0.298
O -4.1992 1.4281 -0.1170 1.675 0.375 -0.123 -0.774
H 1.2097 -0.6433 -3.4630 1.137 4.074 2.242 0.290
H 0.0859 -1.6021 -3.6847 2.190 0.027 -0.726 0.436
O 1.0762 -1.3979 -3.9224 -2.669 -3.908 -1.666 -0.745
H -0.1887 2.6942 2.1231 1.438 1.028 1.419 0.421
H 0.8556 3.7083 2.8093 -0.761 -0.924 -0.324 0.266
O 0.3925 2.8532 2.9407 -0.548 -0.094 -0.969 -0.650
H 3.1536 -1.6732 2.4082 2.508 1.629 -0.582 0.298
H 2.2162 -2.4589 1.2515 1.608 1.318 3.497 0.335
O 2.4011 -2.1729 2.2588 -3.406 -3.580 -2.887 -0.676
H 2.8125 0.2232 1.0422 1.060 0.351 0.305 0.300
H 4.2842 0.7945 1.0734 -0.103 0.206 -0.333 0.287
O 3.6797 0.2146 1.5346 -1.040 -0.427 -0.122 -0.673
```
Positions in Å, forces in eV/Å.

Summary:
**Net charge**: -1
**Calculated total energy**: -32709.554 eV
**Energy relative to the best compared isomer or geometry (same formula, charge and spin)**: 645.8 kJ/mol
**Lowest unoccupied orbital energy**: 2.415 eV
**HOMO-LUMO gap**: 7.951 eV

=====

This record from OMol25 describes a 11-piece molecular cluster, C4H28O12 overall. The level of theory is wB97M-V/def2-TZVPD.

```
44
Properties=species:S:1:pos:R:3:forces:R:3:mulliken_spin:R:1
C -2.1258 1.3348 1.1897 -1.338 2.247 0.491 0.012
O -1.9684 0.2877 2.0471 0.914 -1.133 0.926 0.007
C -1.4968 1.1685 -0.1392 -0.813 -1.452 -2.672 -0.002
C -2.1274 2.1614 -1.2706 0.436 -1.559 1.162 0.115
C -1.0192 2.6080 -2.1581 0.497 0.324 -0.031 0.000
O -0.1130 3.3017 -1.7901 0.042 0.219 -0.031 0.757
H -1.7878 2.3427 1.4873 0.282 -0.331 0.942 -0.004
H -3.2026 1.4643 1.1759 -0.379 0.035 -0.700 0.000
H -1.1230 0.1727 2.5629 -0.152 1.029 -0.323 0.000
H -1.7700 0.2171 -0.6289 0.430 -0.130 0.722 0.002
H -0.4341 1.1753 0.0042 0.558 0.421 -0.366 0.007
H -2.8105 1.5115 -1.8616 0.113 1.186 0.385 0.006
H -2.5145 3.0197 -0.7155 -0.338 0.084 -0.508 0.000
H -0.9170 2.3423 -3.2414 -0.311 -0.353 0.033 0.093
H 4.1564 -1.6717 3.1201 -0.406 0.344 0.616 0.000
H 3.4688 -0.3295 3.3852 0.258 0.182 -0.042 0.000
O 3.5790 -1.2095 3.7592 0.302 -0.829 -0.329 0.000
H -1.7619 -2.6622 2.1977 -0.143 0.031 0.815 0.000
H -1.7345 -1.2408 1.4493 -0.442 -1.254 0.434 0.000
O -1.8111 -2.2299 1.3555 -0.181 0.340 -1.079 0.000
H -2.4424 -2.7132 -1.0750 0.224 -0.440 1.033 0.000
H -1.0254 -3.2938 -1.6505 -0.910 0.237 0.687 0.000
O -1.8555 -2.8160 -1.8124 0.695 0.326 -1.835 0.000
H 1.0591 0.8082 3.2269 -0.028 -0.094 -0.682 0.000
H 0.4371 0.1479 4.3630 -0.514 -0.544 -0.100 0.000
O 0.3320 0.1848 3.3985 0.776 0.592 0.682 0.000
H 2.7758 0.4660 1.5507 -0.003 0.062 -0.807 0.000
H 3.6224 1.7627 1.8715 -0.447 -0.312 -0.204 0.000
O 3.1885 0.9787 2.2359 0.304 0.270 0.998 0.000
H -0.2847 -2.6806 0.5012 -0.633 0.411 1.096 0.000
H 0.9079 -1.6005 0.6751 -0.231 -0.375 0.789 0.000
O 0.4441 -2.2117 0.1076 1.486 0.339 -2.269 0.000
H -0.4714 -0.7510 -4.6657 0.387 0.385 -0.667 0.000
H -1.5516 -1.4483 -4.0005 -0.577 1.677 -1.217 0.000
O -1.4264 -0.6392 -4.6138 0.250 -2.040 2.142 0.004
H 1.3421 3.5323 0.8111 -0.378 0.145 -0.274 0.000
H 1.6143 2.1445 0.0367 -0.056 0.559 0.223 0.001
O 1.9299 2.7909 0.6948 0.332 -0.554 -0.221 0.004
H 0.7095 -0.2339 -1.0693 -0.221 -0.780 -0.043 -0.001
H 1.9660 0.2088 -1.8528 0.109 -0.199 -0.006 0.000
O 1.4635 0.3535 -1.0449 0.190 0.839 0.059 0.000
H 2.0007 -3.5707 -3.4187 0.158 -0.587 0.319 0.000
H 1.1588 -2.4777 -2.6956 0.063 -0.416 0.440 0.000
O 1.6190 -2.7059 -3.5027 -0.299 1.096 -0.589 0.000
```
Positions in Å, forces in eV/Å.

Summary:
**Net charge**: +1
**Calculated total energy**: -29161.702 eV
**Energy relative to the best compared isomer or geometry (same formula, charge and spin)**: 36.2 kJ/mol
**Multiplicity**: 2
**Lowest unoccupied orbital energy (alpha / beta)**: -5.860 / -9.503 eV
**HOMO-LUMO gap (alpha / beta)**: 7.127 / 3.483 eV
**⟨S²⟩**: 0.757